Entry 1:
ORCA calculation (ωB97M-V with the def2-TZVPD basis set) on a structure of composition C25H31Br2GeMnNO2P.

Each line ends with the Löwdin spin population.
Cartesian coordinates (Å):
Mn (0.13931, 0.39794, 1.09914)  1.6551
C (-2.60011, -4.64730, 0.10974)  -0.0005
C (-1.62201, -3.56864, 0.48507)  -0.0015
C (-0.34608, -3.87058, 0.97037)  0.0010
C (0.54990, -2.86940, 1.29514)  -0.0047
C (0.15295, -1.54673, 1.11301)  -0.0367
Br (-0.79107, 0.34767, 3.47491)  -0.0156
N (-1.06868, -1.28034, 0.67219)  -0.0111
C (-1.94583, -2.22758, 0.36237)  -0.0007
H (-2.84406, -5.28132, 0.96510)  -0.0001
H (-2.19654, -5.29344, -0.67341)  -0.0001
H (-3.53003, -4.21455, -0.26075)  0.0000
H (-0.05771, -4.91187, 1.08486)  -0.0001
H (1.54007, -3.10784, 1.66121)  -0.0004
H (-2.92037, -1.90794, 0.00415)  0.0002
Br (3.70150, -5.45415, -1.61986)  0.0000
C (2.66675, -3.85664, -1.69934)  0.0002
C (3.13452, -2.71812, -1.06636)  0.0000
C (2.35655, -1.57106, -1.10204)  -0.0008
C (1.14860, -1.55265, -1.78782)  0.0004
C (0.71391, -2.70205, -2.43290)  0.0002
C (1.46235, -3.86889, -2.38154)  0.0001
C (0.29095, -0.30509, -1.82830)  0.0023
O (-0.49864, -0.17413, -2.76265)  0.0018
O (0.46659, 0.55425, -0.89418)  0.0023
H (4.07564, -2.73524, -0.53345)  0.0000
H (2.66581, -0.68549, -0.56338)  -0.0019
H (-0.22669, -2.66822, -2.96689)  0.0000
H (1.11807, -4.77421, -2.86287)  0.0000
C (2.94078, 2.22723, -1.38452)  0.0040
Ge (3.11400, 2.05890, 0.55814)  -0.0505
C (4.77818, 1.06573, 0.91735)  -0.0160
C (3.37744, 3.88908, 1.24722)  -0.0112
C (1.66211, 1.26645, 1.55959)  -0.4511
H (3.75774, 2.85419, -1.75141)  0.0008
H (1.98995, 2.68390, -1.65256)  0.0001
H (2.99085, 1.26011, -1.88225)  0.0001
H (5.62769, 1.56664, 0.44841)  -0.0017
H (4.71559, 0.05134, 0.51998)  -0.0001
H (4.96090, 0.99839, 1.99057)  -0.0002
H (4.25213, 4.35502, 0.78880)  -0.0013
H (3.51363, 3.87920, 2.32957)  -0.0001
H (2.50432, 4.50467, 1.02161)  -0.0001
H (1.80883, 1.39062, 2.63764)  -0.0193
C (-0.77258, 3.32934, -0.69090)  -0.0009
P (-1.21350, 2.26960, 0.72603)  -0.0243
C (-1.48844, 3.49393, 2.04159)  -0.0003
C (-2.88348, 1.69396, 0.27875)  -0.0064
C (-3.95459, 1.76317, 1.16397)  -0.0033
C (-5.18802, 1.22526, 0.81875)  0.0000
C (-5.36018, 0.61284, -0.41331)  -0.0026
C (-4.28978, 0.52927, -1.29618)  0.0002
C (-3.05495, 1.05765, -0.95303)  -0.0027
H (-0.64247, 2.70218, -1.57094)  -0.0002
H (0.18346, 3.80828, -0.47080)  -0.0007
H (-1.53340, 4.09108, -0.86833)  0.0000
H (-2.25420, 4.21859, 1.75863)  0.0002
H (-0.54031, 4.00756, 2.20961)  -0.0012
H (-1.75475, 2.98077, 2.96366)  -0.0001
H (-3.82529, 2.21739, 2.13804)  -0.0002
H (-6.01199, 1.27868, 1.51983)  0.0000
H (-6.32143, 0.19075, -0.68085)  -0.0002
H (-4.40795, 0.03491, -2.25284)  0.0001
H (-2.21593, 0.93693, -1.63129)  -0.0002

Results
Total charge = -1
2S+1 = 2
Largest force on an atom = 0.0035 Eh/bohr
Frontier orbital gap (spin up / spin down) = 7.58 / 7.12 eV
HOMO level (spin up / spin down) = -0.1873 / -0.1705 hartree

=====

Entry 2:
ORCA calculation (ωB97M-V with the def2-TZVPD basis set) on a cluster of 10 separate species, C25H31Cl36NO3 in total at a distorted geometry.

Each line ends with the Löwdin charge.
Cartesian coordinates (Å):
C (0.52043, -3.14468, -0.57097)  -0.0940
C (-0.94064, -3.57672, -0.49687)  -0.2426
C (-1.34151, -4.09540, 0.92000)  -0.1981
C (-2.54567, -3.33842, 1.48587)  -0.2003
C (-2.19646, -1.92702, 2.03678)  -0.1614
C (-3.08878, -0.79362, 1.48651)  -0.2042
C (-2.31510, 0.44903, 1.00607)  -0.1682
C (-2.07168, 0.36004, -0.50653)  -0.1024
C (-0.77715, 0.98049, -1.08980)  -0.3537
C (-0.11066, 2.17085, -0.36864)  -0.0738
C (1.33982, 1.94680, 0.14286)  -0.1628
C (1.52761, 2.30600, 1.62198)  -0.2143
C (1.07980, 1.24542, 2.64087)  -0.2017
C (1.17663, -0.19500, 2.16357)  -0.2888
N (2.59254, -0.56752, 1.87868)  0.0255
C (-1.26776, 1.52251, -2.47005)  -0.0900
O (-0.10875, 1.34478, -3.29429)  -0.0909
C (0.24304, 0.06372, -2.93308)  -0.5757
O (0.58336, -0.80722, -3.65241)  0.1420
O (0.13724, -0.01207, -1.58641)  0.0754
H (0.75347, -2.70146, -1.53957)  0.0614
H (0.72503, -2.37528, 0.18036)  0.0494
H (1.18360, -3.98346, -0.35689)  0.0737
H (-1.12458, -4.34130, -1.25360)  0.1038
H (-1.60039, -2.73537, -0.71745)  0.0576
H (-0.47616, -3.92618, 1.56577)  0.0994
H (-1.55828, -5.15943, 0.82810)  0.1037
H (-3.32505, -3.24946, 0.72378)  0.0879
H (-2.97731, -3.94919, 2.28380)  0.1030
H (-1.13752, -1.74848, 1.84760)  0.0790
H (-2.35196, -1.96807, 3.11554)  0.1073
H (-3.75790, -0.46647, 2.28421)  0.0573
H (-3.71178, -1.15127, 0.66528)  0.0221
H (-1.36796, 0.55474, 1.53456)  0.0806
H (-2.89110, 1.34999, 1.23040)  0.1052
H (-2.90096, 0.86280, -1.00793)  0.1180
H (-2.07362, -0.68283, -0.82366)  0.0864
H (-0.06590, 2.98444, -1.09233)  0.1091
H (-0.73706, 2.53901, 0.44532)  0.1179
H (1.95904, 2.65293, -0.41635)  0.0943
H (1.71809, 0.96196, -0.12171)  0.0923
H (2.54948, 2.63943, 1.80699)  0.1017
H (0.90639, 3.18745, 1.78221)  0.0071
H (0.07873, 1.44132, 3.03701)  0.0953
H (1.74720, 1.31753, 3.50533)  0.1072
H (0.79096, -0.85214, 2.94537)  0.1109
H (0.58233, -0.36676, 1.26102)  0.0717
H (2.72486, -1.51106, 2.22688)  0.0373
H (2.68507, -0.67457, 0.87263)  0.0584
H (-1.71049, 2.51309, -2.49903)  0.1485
H (-2.01803, 0.83106, -2.87788)  0.1236
Cl (-1.10366, -3.45201, -6.08670)  0.5036
C (0.28546, -2.74492, -6.92582)  -2.0426
Cl (0.28074, -0.99488, -6.73854)  0.5505
Cl (1.75886, -3.40285, -6.21073)  0.5343
Cl (0.24522, -3.16861, -8.65743)  0.4930
Cl (0.58520, 5.76539, 1.37229)  0.5497
C (0.40787, 6.15714, 3.09016)  -2.0292
Cl (0.19434, 4.67189, 4.02672)  0.5533
Cl (1.85804, 6.99580, 3.63788)  0.4991
Cl (-1.00502, 7.19670, 3.30493)  0.5313
Cl (7.55210, 0.50944, 5.05523)  0.5220
C (6.63418, -0.33670, 3.80380)  -2.0526
Cl (5.63145, 0.81649, 2.92698)  0.5182
Cl (7.76048, -1.10848, 2.67604)  0.5086
Cl (5.61866, -1.56810, 4.56161)  0.4968
Cl (-4.58039, -0.02034, -9.81104)  0.5267
C (-4.21018, -1.14246, -8.49696)  -2.0445
Cl (-4.20245, -0.26660, -6.95869)  0.5057
Cl (-5.44181, -2.41044, -8.43970)  0.5213
Cl (-2.62554, -1.86860, -8.75536)  0.4923
Cl (4.56599, 4.68022, 3.96748)  0.5020
C (5.61833, 5.92599, 4.64259)  -2.0496
Cl (7.25032, 5.73955, 3.99681)  0.5308
Cl (5.00119, 7.53466, 4.22789)  0.4976
Cl (5.65787, 5.75944, 6.39961)  0.5274
Cl (-8.53094, 0.48876, 3.43443)  0.5279
C (-6.87088, 1.04561, 3.65748)  -2.0574
Cl (-5.89520, -0.26788, 4.32939)  0.5285
Cl (-6.19996, 1.53791, 2.09941)  0.5223
Cl (-6.85232, 2.41879, 4.76650)  0.5271
Cl (3.78939, 4.22173, -5.42794)  0.5255
C (3.62443, 3.50066, -3.82187)  -2.0347
Cl (2.15975, 2.51894, -3.75306)  0.6414
Cl (5.03757, 2.49383, -3.48020)  0.5244
Cl (3.51840, 4.78806, -2.60972)  0.5127
Cl (5.44212, -6.15691, 3.82149)  0.5288
C (4.56122, -5.17973, 2.64340)  -2.0554
Cl (4.14672, -6.17270, 1.24242)  0.5253
Cl (3.07161, -4.57431, 3.38921)  0.5062
Cl (5.56174, -3.82073, 2.13865)  0.4952
Cl (-6.21809, -1.96841, -3.81991)  0.5276
C (-5.10377, -2.46230, -2.54160)  -2.0317
Cl (-5.29040, -4.18789, -2.22323)  0.5390
Cl (-3.44679, -2.13538, -3.06100)  0.5462
Cl (-5.46849, -1.55445, -1.06261)  0.5639

Results
2S+1 = 1
Largest force on an atom = 0.0545 Eh/bohr
Frontier orbital gap = 9.45 eV
HOMO level = -0.3486 hartree
SMILES = CCCCCCCC[C@]1(CCCCCN)COC(=O)O1.ClC(Cl)(Cl)Cl.ClC(Cl)(Cl)Cl.ClC(Cl)(Cl)Cl.ClC(Cl)(Cl)Cl.ClC(Cl)(Cl)Cl.ClC(Cl)(Cl)Cl.ClC(Cl)(Cl)Cl.ClC(Cl)(Cl)Cl.ClC(Cl)(Cl)Cl

=====

Entry 3:
ORCA calculation (ωB97M-V with the def2-TZVPD basis set) on a structure of composition C25H31F15O19S2Si2 at a distorted geometry.

Each line ends with the Löwdin charge.
Cartesian coordinates (Å):
C (-5.23900, 0.15270, 1.78286)  -0.0980
O (-3.96192, 0.73353, 1.92412)  -0.1584
C (-2.88657, -0.15385, 1.76135)  -0.2472
C (-2.24911, -0.03040, 0.38959)  -0.2016
C (-0.83864, -0.65349, 0.34305)  -0.2050
Si (-0.72072, -2.32426, -0.49043)  0.5075
C (-1.08520, -3.64959, 0.75640)  -0.1425
C (-1.04207, -5.07870, 0.18051)  -0.3881
C (-0.15177, -5.35261, -0.97865)  -0.0311
O (0.08223, -5.81092, 0.42836)  -0.0525
O (0.85816, -2.40433, -1.04646)  -0.2716
Si (2.09969, -2.22156, -0.01035)  0.6034
C (3.31882, -3.66295, 0.06539)  -0.4305
C (3.09661, -4.53170, 1.31070)  -0.0650
F (3.35450, -4.41287, -1.09530)  -0.0377
S (3.20935, -0.44270, -0.79938)  0.5262
O (2.99761, 0.71773, -0.00296)  -0.3091
O (2.93372, -0.35142, -2.19300)  -0.2974
F (4.75431, -0.79995, -0.70599)  -0.2105
S (-1.87812, -2.40523, -2.36691)  0.6835
O (-1.57469, -3.60620, -3.09701)  -0.3008
O (-1.49308, -1.20743, -3.06471)  -0.2882
C (-3.74676, -2.32913, -2.25170)  -0.4734
F (-4.18120, -1.06131, -2.33628)  0.1322
F (-4.19499, -2.96729, -3.36004)  0.1215
C (-4.45834, -3.00707, -1.05071)  -0.3421
F (-5.75507, -2.60648, -1.11804)  0.1475
F (-3.99190, -2.55337, 0.12549)  0.1331
C (-4.49317, -4.57105, -1.05894)  -0.3329
F (-4.21919, -4.97564, 0.20499)  0.1410
F (-3.56405, -5.10086, -1.85926)  0.1646
C (-5.87141, -5.19922, -1.41709)  -0.5107
F (-6.76304, -5.02198, -0.43822)  0.1884
F (-6.33049, -4.74409, -2.59454)  0.1831
F (-5.64795, -6.53072, -1.54525)  0.1647
H (-5.25600, -0.90152, 2.04707)  0.0794
H (-5.91312, 0.66524, 2.46054)  0.0850
H (-5.63813, 0.29090, 0.77966)  0.0873
H (-3.14893, -1.18315, 2.01273)  0.1089
H (-2.12893, 0.15143, 2.48326)  0.1234
H (-2.92903, -0.36592, -0.38837)  0.0884
H (-2.12525, 1.03008, 0.23679)  0.0768
H (-0.19112, 0.03565, -0.19279)  0.0828
H (-0.49640, -0.74000, 1.36910)  0.0793
H (-2.04882, -3.56388, 1.25141)  0.0771
H (-0.33600, -3.70983, 1.54365)  0.0959
H (-1.96851, -5.62073, 0.17655)  0.1227
H (-0.48179, -6.15231, -1.61494)  0.1147
H (0.80791, -4.88982, -1.09150)  0.0927
H (1.74049, -1.85190, 1.36077)  0.0449
H (4.30420, -3.21342, 0.17601)  0.0997
H (2.27049, -4.18140, 1.91556)  0.0484
H (2.97789, -5.57385, 1.05176)  0.0888
H (3.96888, -4.46162, 1.95054)  0.0774
C (-1.32177, 5.38871, 0.72778)  -0.0410
C (-1.29781, 4.29503, 1.77029)  -0.3079
O (-1.59515, 3.14079, 1.00515)  0.1140
C (-1.15095, 3.37302, -0.26894)  -0.5379
O (-1.00976, 2.53657, -1.09225)  0.1893
O (-0.89148, 4.68704, -0.44607)  0.0830
F (-2.25886, 4.46893, 2.70878)  0.0773
H (-2.33032, 5.77392, 0.57494)  0.1489
H (-0.65180, 6.21323, 0.95416)  0.1413
H (-0.33409, 4.16157, 2.26523)  0.1739
C (7.58804, 0.12399, -3.46830)  -0.0502
C (7.73471, -0.35022, -2.04498)  -0.3194
O (8.99759, 0.16957, -1.67506)  0.1375
C (9.19924, 1.30104, -2.41362)  -0.5415
O (10.01653, 2.11775, -2.18556)  0.1977
O (8.31147, 1.35995, -3.44655)  0.0504
F (7.76907, -1.70448, -1.96426)  0.0759
H (8.05496, -0.55729, -4.18046)  0.1477
H (6.54992, 0.28216, -3.75057)  0.1297
H (6.97139, 0.03041, -1.36604)  0.1557
C (-4.13215, 5.92705, 7.09646)  -0.0538
C (-4.44342, 4.60777, 6.42692)  -0.3169
O (-5.14903, 5.01429, 5.27029)  0.1318
C (-4.70663, 6.26314, 4.94115)  -0.5540
O (-4.88992, 6.78947, 3.90186)  0.1878
O (-4.01634, 6.80838, 5.97462)  0.0704
F (-5.24688, 3.82691, 7.19127)  0.0741
H (-4.95243, 6.25459, 7.73626)  0.1445
H (-3.21113, 5.90973, 7.67271)  0.1386
H (-3.56577, 4.03133, 6.12940)  0.1721
C (5.37600, 3.11466, -3.96439)  -0.0567
C (5.08815, 3.83069, -2.66821)  -0.3077
O (5.36459, 5.17737, -3.00150)  0.1332
C (5.12803, 5.32172, -4.34151)  -0.5457
O (5.01242, 6.35569, -4.89549)  0.1917
O (5.03737, 4.10568, -4.93874)  0.0782
F (5.92430, 3.43088, -1.67370)  0.0707
H (6.43024, 2.85303, -4.06490)  0.1288
H (4.77022, 2.22003, -4.09445)  0.1377
H (4.05705, 3.74636, -2.32110)  0.1749

Results
2S+1 = 1
Largest force on an atom = 0.0476 Eh/bohr
Frontier orbital gap = 9.78 eV
HOMO level = -0.3695 hartree

=====

Table of molar mass (g mol⁻¹), in record order: 695.86 1669.84 1040.78